Here is a gas-phase ion, C6H11N2 (charge +1) at a distorted geometry from OMol25. Energies are from wB97M-V/def2-TZVPD.

SMILES: CCCC1=NC[NH+]=C1
HOMO-LUMO gap, eV: 8.807
Energy relative to the best compared isomer or geometry (same formula, charge and spin), kcal/mol: 59.2
HOMO, Eh: -0.5619
Net charge: +1

Atoms and positions in Å:
1 C 1.5761 -0.5398 1.6829
2 C 1.7116 -0.9979 0.2108
3 C 0.3578 -1.3604 -0.3964
4 C -0.6005 -0.2045 -0.4596
5 N -1.4523 0.0865 0.4674
6 C -1.8910 1.4053 0.1139
7 N -1.4798 1.6759 -1.2668
8 C -0.6058 0.7434 -1.5444
9 H 2.1898 -1.0636 2.4091
10 H 0.5563 -0.8064 1.9801
11 H 1.6887 0.5279 1.8396
12 H 2.4734 -1.7497 0.0626
13 H 1.9845 -0.0895 -0.3301
14 H -0.2042 -2.0956 0.1726
15 H 0.4895 -1.7727 -1.4009
16 H -1.3889 2.1297 0.7703
17 H -2.9484 1.6238 0.2185
18 H -2.2068 1.8267 -1.9648
19 H -0.2500 0.6608 -2.5647

Atoms 1-2, force components in eV/Å:
-0.979 -0.817 0.130
-0.320 1.702 0.550